ORCA calculation (the ωB97M-V functional and the def2-TZVPD basis) on a molecular structure, C3H3MnO4.

CARTESIAN COORDINATES (ANGSTROEM)
O (-1.3382, -1.7330, -2.4108)
C (-1.8818, -1.4069, -1.3565)
O (-2.9387, -1.0712, -0.9310)
C (1.2403, 1.3937, 1.3378)
O (0.8076, 0.3875, 0.4226)
C (-0.4277, -0.0853, 0.5342)
O (-0.5028, -1.0301, -0.3675)
Mn (0.9818, -1.3679, -1.8972)
H (2.1140, 1.0061, 1.8730)
H (1.5169, 2.2814, 0.7586)
H (0.4288, 1.6257, 2.0368)

<S²>   12.001
Orbital gap (alpha / beta)   0.281 / 0.317 hartree
LUMO level (alpha / beta)   -0.065 / -0.735 eV
Relative energy (zero: lowest compared OMol25 entry of this formula, charge and spin)   0.0 kJ/mol
2S+1   7

***

ORCA calculation (the ωB97M-V functional and the def2-TZVPD basis) on 2 unconnected molecules or ions with the total composition C4H12S.

CARTESIAN COORDINATES (ANGSTROEM)
C (0.2468, 0.6898, -1.2647)
S (-0.3793, -0.8663, -1.9239)
C (-0.9200, -0.4724, -3.5830)
H (-0.3674, 0.9849, -0.4311)
H (1.2811, 0.6039, -0.9336)
H (0.2941, 1.4899, -2.0051)
H (-0.4610, 0.3933, -4.0793)
H (-1.9124, -0.0393, -3.5087)
H (-0.9128, -1.2381, -4.3518)
C (0.6852, 0.4263, 3.0667)
C (0.0711, -0.8433, 2.4557)
H (-0.0065, 1.2596, 3.1294)
H (1.1282, 0.2310, 4.0513)
H (1.6274, 0.6755, 2.5654)
H (0.1642, -0.7711, 1.3892)
H (-1.0173, -0.7770, 2.5335)
H (0.4784, -1.7468, 2.8903)

Orbital gap   0.348 hartree
LUMO level   1.046 eV
Relative energy (zero: lowest compared OMol25 entry of this formula, charge and spin)   68.1 kJ/mol
SMILES string   CSC.CC
2S+1   1

***

Q: What is the 2S+1 in the second record?
A: 1